DFT (the ωB97M-V functional and the def2-TZVPD basis) results for a 10-piece molecular cluster, C16H52N4O10 overall at a distorted geometry.

Structure (XYZ):
```
82
Properties=species:S:1:pos:R:3
O -0.383 -5.494 -1.345
O 0.340 -2.802 1.409
O 2.230 2.563 2.956
O -0.881 -0.411 3.153
O 0.868 4.496 -2.184
O -0.521 -0.844 -0.289
O -0.654 -0.868 -3.060
O -5.393 -1.987 -2.775
O -1.537 2.572 0.664
O 3.599 1.600 -1.629
N 2.363 3.239 -0.378
N -2.881 0.943 3.580
N 3.773 1.935 0.754
N -2.496 0.231 1.565
C -4.346 -2.672 -2.103
C 2.539 -3.251 0.381
C -3.554 -1.552 -1.616
C -0.475 3.061 1.434
C 1.739 -2.927 1.681
C -1.043 3.602 2.746
C -2.053 0.286 2.806
C 0.552 -0.015 0.218
C -1.351 -4.467 -1.239
C 0.724 -1.108 -3.175
C 1.958 1.489 3.839
C 0.077 2.414 -2.656
C 3.285 2.225 -0.403
C 1.029 -2.572 -2.816
C 0.216 3.814 -3.221
C 2.720 0.275 3.262
H -3.999 -1.113 -0.686
H 2.211 -4.237 -0.148
H 0.813 3.798 -4.099
H -2.615 0.821 4.581
H 2.377 1.820 4.766
H -1.377 2.872 3.552
H 1.538 -0.497 0.078
H 3.271 2.139 1.616
H 2.764 -0.525 4.030
H 0.513 -2.796 -1.942
H 3.534 -3.565 0.547
H 2.130 3.745 0.433
H -3.700 -3.179 -2.838
H -0.601 1.937 -3.287
H 1.129 -0.961 -4.189
H -0.167 4.070 3.123
H 2.718 -2.462 -0.400
H 0.536 0.083 1.271
H -0.394 2.436 -1.631
H 3.762 0.610 3.091
H 2.343 -0.040 2.304
H 0.010 3.800 0.819
H -5.765 -2.593 -3.423
H 4.232 1.023 0.659
H 0.188 -2.109 0.721
H 1.296 -0.377 -2.499
H 0.276 5.252 -2.083
H -0.711 -6.328 -1.082
H 0.979 1.851 -2.622
H 0.754 -3.236 -3.663
H -1.897 1.848 1.127
H 2.036 -2.013 2.199
H -3.367 0.580 1.052
H -0.436 -0.852 -1.278
H 2.648 3.225 3.477
H -4.673 -3.442 -1.448
H -1.781 -0.278 0.965
H -1.757 4.460 2.831
H 0.574 1.011 -0.201
H -1.171 -1.241 -3.797
H -2.606 -1.894 -1.304
H 0.835 1.261 3.928
H -1.619 -4.186 -2.256
H 1.806 3.418 -1.203
H 0.267 2.234 1.676
H 2.103 -2.641 -2.797
H -2.211 -4.964 -0.830
H -0.783 4.320 -3.314
H 1.786 -3.716 2.457
H -3.715 1.368 3.172
H -1.172 -3.632 -0.611
H -3.320 -0.907 -2.409
```

Properties
multiplicity = 1
E_LUMO = 0.40 eV
SMILES = NC(N)=O.NC(N)=O.CCO.CCO.CCO.CCO.CCO.CCO.CO.CO
gap between HOMO and LUMO = 9.0 eV
HOMO = -0.318 Ha
ΔE to the lowest compared entry with this formula, charge and spin = 252.8 kJ/mol

***

DFT (the ωB97M-V functional and the def2-TZVPD basis) results for C43H68AlN3O2Si as an isolated structure.

Structure (XYZ):
```
118
Properties=species:S:1:pos:R:3
Si 1.963 -1.371 3.626
Al 0.344 0.423 1.357
O -1.246 -0.177 1.797
O 1.432 0.888 0.068
N 0.640 2.237 2.337
N 1.436 -0.982 2.013
N -1.022 1.961 0.082
C -0.391 2.627 3.319
C -2.456 -0.427 1.252
C 2.887 1.728 -3.157
C 0.859 -0.496 4.885
C 1.438 -2.803 -1.235
C -2.490 -2.182 3.807
C 1.957 2.219 3.010
C 4.500 -0.532 -1.665
C 1.857 -1.815 0.959
C 3.736 -0.835 3.956
C 2.623 -3.526 -1.178
C -4.229 0.331 -0.226
C -3.051 0.568 0.472
C -4.868 -0.893 -0.151
C -0.461 3.296 0.317
C 4.186 0.892 -1.186
C -1.361 -3.363 1.910
C 1.857 2.557 -5.354
C 0.940 1.681 -6.219
C 0.446 1.630 -1.934
C 3.276 2.459 -5.913
C 2.848 1.317 -1.820
C -2.444 1.937 0.448
C -7.248 -1.663 0.030
C -6.640 -0.041 -1.747
C -3.140 -1.653 1.434
C 3.056 -2.544 0.984
C -0.913 1.499 -1.315
C -3.712 -3.876 2.511
C 0.548 2.048 -3.247
C 1.777 2.098 -3.898
C 1.064 -1.978 -0.190
C -6.135 -1.233 -0.935
C 5.315 1.834 -1.645
C 1.587 1.252 -1.205
C 4.211 0.896 0.345
C 3.422 -3.389 -0.054
C 1.399 4.018 -5.451
C 1.774 -3.192 4.019
C -2.676 -2.752 2.398
C 0.731 3.276 1.275
C -5.831 -2.385 -1.903
C -4.303 -1.843 0.695
H 3.761 -1.237 -1.287
H 1.648 3.091 0.723
H 3.852 1.751 -3.638
H 2.318 -3.431 4.937
H -0.110 3.734 -0.621
H 2.030 4.662 -4.835
H 6.197 1.675 -1.021
H -0.562 -2.628 1.939
H -1.368 2.655 2.851
H 1.192 0.626 -6.102
H 1.454 4.369 -6.484
H -5.035 -2.104 -2.596
H 1.048 1.946 -7.273
H 4.357 -3.932 0.017
H -1.244 3.954 0.699
H -1.074 -4.200 2.553
H 3.970 3.105 -5.372
H -1.639 2.039 -1.939
H 1.896 1.617 3.910
H 0.719 -3.416 4.188
H 3.794 0.248 4.074
H 5.487 -0.843 -1.312
H 0.038 0.021 4.396
H -3.392 -4.568 3.293
H -5.902 0.286 -2.483
H -2.554 2.393 1.432
H -4.815 -2.790 0.796
H 3.731 -2.446 1.823
H 0.821 4.250 1.769
H -3.424 -1.751 4.177
H 3.278 2.774 -6.958
H 3.654 1.436 -5.870
H 0.368 4.133 -5.111
H 4.492 -0.584 -2.756
H -1.727 -1.417 3.820
H -6.990 -2.582 0.558
H -2.194 -2.983 4.490
H 2.131 -3.855 3.232
H 4.405 -1.102 3.136
H -4.635 1.135 -0.828
H 0.787 -2.892 -2.095
H 1.402 0.211 5.516
H 5.620 1.653 -2.676
H 4.124 -1.287 4.871
H -0.360 2.340 -3.766
H -6.720 -2.639 -2.485
H -3.010 2.567 -0.254
H 2.698 1.793 2.339
H -0.110 1.808 -5.950
H -0.425 1.910 4.130
H -1.228 0.449 -1.321
H -8.176 -1.842 -0.517
H 3.492 0.205 0.776
H -6.887 0.808 -1.106
H -4.698 -3.495 2.781
H -3.801 -4.452 1.587
H -5.510 -3.279 -1.368
H 4.019 1.901 0.733
H -1.457 -3.736 0.888
H 5.211 0.602 0.674
H -7.433 -0.888 0.776
H 2.915 -4.177 -1.991
H 2.251 3.237 3.281
H 0.093 -1.486 -0.254
H -7.544 -0.325 -2.287
H 0.405 -1.237 5.545
H 5.020 2.881 -1.556
H -0.155 3.615 3.727
```

Properties
multiplicity = 1
E_LUMO = 0.42 eV
gap between HOMO and LUMO = 7.9 eV
HOMO = -0.273 Ha

***

DFT (the ωB97M-V functional and the def2-TZVPD basis) results for an isolated ion of composition C4H10N2O2 and charge +1 at a distorted geometry.

Structure (XYZ):
```
18
Properties=species:S:1:pos:R:3
O 0.174 -0.107 -2.892
O 0.022 1.853 3.005
N 0.353 0.333 1.274
N -0.856 -1.572 -1.526
C 0.102 -1.455 -0.460
C 0.382 1.767 1.668
C 0.376 0.025 -0.135
C -0.724 -0.896 -2.697
H -1.618 -2.234 -1.438
H -0.469 -0.048 1.747
H 1.390 2.164 1.510
H 1.071 -1.905 -0.675
H -0.298 -1.997 0.391
H 0.794 1.867 3.597
H 1.421 0.293 -0.369
H -1.537 -1.120 -3.383
H -0.397 2.301 1.137
H -0.188 0.732 -0.755
```

Properties
multiplicity = 2
E_LUMO (spin up / spin down) = -3.11 / -8.42 eV
<S²> = 0.754
gap between HOMO and LUMO (spin up / spin down) = 10.8 / 5.5 eV
net charge = +1
HOMO (spin up / spin down) = -0.513 / -0.512 Ha
ΔE to the lowest compared entry with this formula, charge and spin = 191.4 kJ/mol

***

DFT (the ωB97M-V functional and the def2-TZVPD basis) results for a single C15H21N3O2S molecule.

Structure (XYZ):
```
42
Properties=species:S:1:pos:R:3
S -3.541 2.436 -0.200
O 3.999 -1.435 -0.451
O -2.165 -2.233 0.751
N -5.577 1.018 0.653
N -3.642 -0.156 0.135
N -2.277 -0.178 -0.110
C 5.534 2.748 -0.189
C 5.122 0.400 0.712
C 0.589 -2.423 0.140
C 1.973 -0.071 -0.323
C 2.667 -1.279 -0.274
C -6.780 -0.935 -0.310
C -4.294 1.016 0.229
C 1.950 -2.458 -0.037
C 6.111 1.555 0.567
C -6.495 -0.608 -1.555
C 0.602 -0.044 -0.152
C 4.832 -0.302 -0.616
C -1.573 -1.267 0.289
C -6.376 -0.154 0.914
C -0.113 -1.216 0.077
H 0.032 -3.327 0.331
H 5.531 -0.345 1.399
H 7.009 1.200 0.057
H -7.278 0.173 1.440
H 5.762 -0.705 -1.029
H 6.245 3.570 -0.190
H -1.919 0.736 -0.376
H 4.617 3.092 0.286
H -6.059 1.892 0.507
H -6.819 -1.212 -2.384
H 5.315 2.492 -1.222
H -5.927 0.272 -1.806
H -3.954 -1.036 0.536
H 4.400 0.387 -1.349
H 0.107 0.915 -0.180
H 4.189 0.768 1.145
H -5.832 -0.818 1.599
H 2.489 0.860 -0.495
H -7.354 -1.823 -0.086
H 6.405 1.882 1.566
H 2.496 -3.387 0.003
```

Properties
multiplicity = 1
E_LUMO = 0.73 eV
SMILES = C=CCNC(=S)NNC(=O)c1ccc(OCCCC)cc1
gap between HOMO and LUMO = 9.1 eV
HOMO = -0.307 Ha
ΔE to the lowest compared entry with this formula, charge and spin = 252.1 kJ/mol

***

DFT (the ωB97M-V functional and the def2-TZVPD basis) results for a 2-piece molecular cluster, C36H33OSi overall at a distorted geometry.

Structure (XYZ):
```
71
Properties=species:S:1:pos:R:3
Si 1.024 1.564 2.073
O 2.063 0.926 3.268
C -0.225 -1.878 -4.518
C 2.151 -2.940 -5.603
C 0.790 -1.026 -5.031
C 1.551 3.331 2.000
C 1.388 -0.778 6.360
C -1.503 -1.315 -4.189
C 1.331 0.607 0.533
C 2.250 3.883 3.078
C -1.449 0.245 2.445
C 0.320 0.445 -0.429
C 0.535 -0.389 -1.533
C -2.418 2.108 4.284
C -2.738 -1.828 -4.657
C -3.117 0.917 4.067
C -0.697 1.393 2.729
C 1.641 5.468 0.850
C -4.074 -3.592 -5.727
C 1.761 -1.035 -1.698
C 1.793 -0.001 4.179
C 2.635 5.229 3.052
C 2.205 0.264 5.600
C 2.567 -0.025 0.354
C -1.219 2.355 3.608
C -3.925 -1.027 -4.604
C -2.647 0.000 3.124
C -5.233 -2.812 -5.597
C 2.775 -0.850 -0.756
C -5.135 -1.504 -5.087
C 2.327 6.023 1.940
C 1.253 -3.784 -4.932
C 0.083 -3.265 -4.384
C 1.263 4.120 0.874
C -2.850 -3.110 -5.286
C 1.096 -1.159 3.990
C 1.932 -1.556 -5.610
C 0.794 -1.765 5.311
H -1.080 -0.477 1.714
H -6.194 -3.214 -5.915
H -1.951 -3.702 -5.448
H -2.804 2.855 4.979
H -1.521 -0.316 -3.755
H -3.849 -0.006 -4.223
H -0.639 0.958 -0.309
H 0.558 -0.264 6.858
H -3.208 -0.907 2.900
H 1.982 1.286 5.942
H 1.397 6.082 -0.018
H 1.464 -4.856 -4.849
H 2.507 3.264 3.942
H 3.287 0.109 5.733
H -0.636 -3.919 -3.883
H 1.936 -1.674 -2.565
H 3.173 5.643 3.906
H 2.653 -0.888 -6.077
H -4.130 -4.585 -6.175
H 3.364 0.116 1.090
H 3.734 -1.351 -0.885
H 1.200 -2.777 5.453
H -0.287 -1.836 5.497
H -0.683 3.295 3.760
H 2.616 7.076 1.927
H -4.043 0.717 4.609
H 0.746 3.674 0.021
H 3.024 -3.349 -6.104
H 0.766 -1.548 3.029
H 0.617 0.053 -5.009
H -6.018 -0.862 -5.086
H 1.981 -1.295 7.124
H -0.263 -0.537 -2.258
```

Properties
multiplicity = 1
E_LUMO = -6.10 eV
gap between HOMO and LUMO = 3.4 eV
net charge = +1
HOMO = -0.347 Ha
ΔE to the lowest compared entry with this formula, charge and spin = 182.0 kJ/mol

***

DFT (the ωB97M-V functional and the def2-TZVPD basis) results for an isolated ion of composition C3H10NS2 and charge +1 at a distorted geometry.

Structure (XYZ):
```
16
Properties=species:S:1:pos:R:3
S 1.145 -0.128 -0.575
S -0.104 1.187 0.289
N -1.610 -1.469 -0.947
C -1.721 -1.291 0.621
C -1.430 0.189 1.106
C 2.711 0.731 -0.133
H -0.679 -0.967 -1.125
H -2.357 0.676 1.127
H 2.680 1.413 0.742
H 2.861 1.316 -0.993
H -1.110 0.137 2.182
H 3.420 0.000 0.227
H -2.428 -1.085 -1.381
H -2.759 -1.431 0.896
H -0.966 -2.059 1.125
H -1.400 -2.439 -1.156
```

Properties
multiplicity = 1
E_LUMO = -3.51 eV
SMILES = CSSCC[NH3+]
gap between HOMO and LUMO = 8.6 eV
net charge = +1
HOMO = -0.446 Ha
ΔE to the lowest compared entry with this formula, charge and spin = 149.4 kJ/mol

***

DFT (the ωB97M-V functional and the def2-TZVPD basis) results for a single C3H5NO2 molecule.

Structure (XYZ):
```
11
Properties=species:S:1:pos:R:3
O -0.794 -2.289 -0.496
O 0.029 2.155 0.327
N -0.130 -0.077 -0.077
C 1.316 -0.125 0.255
C -0.651 1.201 0.031
C -1.033 -1.114 -0.384
H -1.730 1.288 -0.172
H 1.811 -0.955 -0.240
H 1.454 -0.171 1.342
H 1.793 0.814 -0.058
H -2.066 -0.727 -0.529
```

Properties
multiplicity = 1
E_LUMO = 0.76 eV
SMILES = CN(C=O)C=O
gap between HOMO and LUMO = 11.2 eV
HOMO = -0.385 Ha
ΔE to the lowest compared entry with this formula, charge and spin = 59.3 kJ/mol

***

DFT (the ωB97M-V functional and the def2-TZVPD basis) results for a single C6H12 molecule at a distorted geometry.

Structure (XYZ):
```
18
Properties=species:S:1:pos:R:3
C -0.235 -0.164 -0.250
C -1.759 1.555 0.698
C -1.272 -1.283 -0.329
C -0.400 1.055 0.170
C 2.369 -0.340 0.174
C 1.180 -0.630 -0.848
H 2.465 0.649 0.529
H -1.553 -1.799 -1.384
H -1.003 -2.017 0.264
H 2.213 -0.742 1.073
H 1.313 -1.671 -0.852
H -1.768 2.020 1.639
H 0.510 1.807 0.211
H -1.985 2.576 0.089
H 3.209 -0.715 -0.336
H 1.331 -0.321 -1.622
H -2.114 -0.922 -0.054
H -2.502 0.941 0.829
```

Properties
multiplicity = 1
E_LUMO = 1.11 eV
SMILES = C/C=C(\C)CC
gap between HOMO and LUMO = 10.2 eV
HOMO = -0.333 Ha
ΔE to the lowest compared entry with this formula, charge and spin = 488.6 kJ/mol

***

DFT (the ωB97M-V functional and the def2-TZVPD basis) results for a 2-piece molecular cluster, C4H13NOS overall at a distorted geometry.

Structure (XYZ):
```
20
Properties=species:S:1:pos:R:3
S -2.248 0.829 -0.949
O 1.721 1.993 -1.433
N 1.942 -0.434 1.074
C 0.933 -2.703 0.747
C -0.834 0.899 0.376
C -0.518 -0.494 0.921
C 0.769 -1.189 0.432
H -0.523 -0.270 2.005
H -1.367 0.557 -1.946
H 0.448 -3.447 0.112
H -1.427 1.326 1.260
H 1.982 -2.854 0.667
H 0.821 -1.065 -0.649
H 1.503 1.532 -0.630
H -1.479 -1.065 0.596
H 0.677 -2.879 1.767
H 2.023 -0.943 1.865
H 2.856 -0.335 0.587
H -0.047 1.509 -0.005
H 1.030 2.674 -1.349
```

Properties
multiplicity = 1
E_LUMO = 0.88 eV
SMILES = C[C@H](N)CCS.O
gap between HOMO and LUMO = 10.0 eV
HOMO = -0.336 Ha
ΔE to the lowest compared entry with this formula, charge and spin = 155.6 kJ/mol

***

DFT (the ωB97M-V functional and the def2-TZVPD basis) results for C33H50BClGeN9O4SSi3Sn as an isolated structure at a distorted geometry.

Structure (XYZ):
```
104
Properties=species:S:1:pos:R:3
Sn 1.395 0.299 -0.480
Ge -0.369 -0.938 4.147
Cl 1.935 0.681 2.712
S 0.071 3.537 -1.472
Si -1.309 1.324 4.450
Si -1.744 -2.369 2.702
Si 1.482 -2.301 5.120
O 3.075 0.036 2.134
O 0.727 -0.205 2.408
O 2.040 0.783 4.131
O 1.703 1.958 2.116
N 2.124 -0.332 -3.600
N -0.254 -0.840 -1.716
N 0.554 -2.603 -5.593
N 1.529 -2.506 -4.657
N 2.220 0.608 -2.637
N -0.248 2.135 -0.793
N 2.049 -2.485 -2.210
N 2.376 -1.873 -1.054
N -0.055 -1.400 -2.935
C -0.071 4.267 -5.460
C 2.837 1.661 -3.168
C -3.480 6.219 -0.538
C 2.186 -3.820 -2.070
C 3.228 -1.651 5.067
C -3.630 5.197 -1.471
C -0.106 2.540 5.203
C 2.637 -4.079 -0.793
C 3.137 1.416 -4.506
C -3.259 -1.540 1.928
C 1.441 -3.913 4.156
C -1.342 4.589 -1.153
C -2.560 4.374 -1.783
C -0.835 -3.246 1.307
C -1.178 5.607 -0.225
C 0.951 -2.597 6.893
C -0.152 3.346 -3.256
C -1.569 -0.778 -1.521
C -0.481 1.913 -5.147
C -1.245 -1.686 -3.494
C -0.318 3.004 -5.988
C -2.835 1.153 5.531
C 2.380 -3.738 -6.281
C -1.895 1.916 2.766
C -2.255 6.426 0.080
C -2.245 -1.303 -2.617
C -2.369 -3.675 3.908
C -0.401 2.086 -3.771
C 2.737 -2.820 -0.194
C 2.644 -3.173 -5.063
C 2.662 0.140 -4.739
C 1.053 -3.348 -6.561
C 0.018 4.445 -4.089
B 1.414 -1.696 -3.382
H -1.545 -4.268 4.310
H -0.517 1.245 -3.099
H 0.453 -3.587 -7.425
H 3.541 -3.186 -4.463
H -0.158 -4.012 1.685
H -3.073 -4.364 3.434
H -2.883 -3.218 4.760
H -1.285 -2.141 -4.468
H 3.033 2.538 -2.569
H -3.544 0.435 5.110
H -1.192 1.654 1.972
H -3.308 -1.400 -2.759
H -2.591 0.825 6.544
H 2.673 -0.447 -5.643
H 0.556 2.051 5.920
H -1.553 -3.737 0.645
H -4.175 -1.861 2.426
H 3.322 -0.706 5.602
H -0.249 -2.547 0.706
H -0.375 2.876 -7.062
H 3.633 2.065 -5.207
H -2.673 3.587 -2.519
H 1.341 -3.734 3.085
H 2.363 -4.475 4.321
H 3.061 -2.538 0.797
H 0.062 5.114 -6.120
H 0.216 5.425 -3.668
H -2.005 3.004 2.766
H -0.214 5.756 0.248
H -0.663 0.925 -5.550
H 3.899 -2.377 5.535
H -3.345 2.117 5.609
H -2.137 7.227 0.799
H -4.584 5.044 -1.958
H -3.345 -1.821 0.878
H -1.217 1.854 -0.941
H 0.528 2.983 4.434
H -1.951 -0.366 -0.600
H 1.961 -4.502 -2.873
H 1.011 -1.681 7.485
H -3.217 -0.451 1.981
H 0.611 -4.548 4.472
H 1.595 -3.343 7.367
H -4.319 6.858 -0.298
H -0.078 -2.963 6.944
H -0.639 3.342 5.719
H 3.569 -1.486 4.044
H 3.026 -4.357 -6.879
H -2.870 1.488 2.525
H 2.850 -5.042 -0.363
```

Properties
multiplicity = 1
E_LUMO = -2.44 eV
gap between HOMO and LUMO = 8.6 eV
net charge = +1
HOMO = -0.406 Ha

***

Electronic energy? In order: -43865.4333, -68742.8111, -11376.1283, -35295.6947, -47786.2138, -26426.0016, -8777.0801, -6411.8765, -18730.3988, -166640.0336 eV.